1.
{
  "formula": "C6H9N2",
  "method": "ωB97M-V/def2-TZVPD",
  "symbols": ["N", "C", "N", "C", "C", "C", "C", "C", "H", "H", "H", "H", "H", "H", "H", "H", "H"],
  "coordinates": [[0.2852, 0.7045, 2.4031], [-0.1577, 0.3124, 1.2340], [-1.3400, 0.7343, 0.7462], [-1.4771, 0.7245, -0.5555], [-0.3488, 0.6203, -1.5145], [0.7723, -0.3557, -1.0534], [0.2049, -1.6425, -0.5823], [0.6916, -0.5273, 0.4126], [1.3202, 0.4639, 2.6877], [-0.0435, 1.5520, 2.8153], [-2.5539, 0.7878, -0.7540], [-0.7447, 0.1708, -2.4998], [-0.0685, 1.6104, -1.7044], [1.8683, -0.2471, -1.3400], [0.8698, -2.4308, -0.8547], [-0.8517, -1.7029, -0.5686], [1.5734, -0.7746, 1.1281]],
  "atomic_forces_ev_per_a": [[3.24, -0.51, 0.44], [0.19, 0.23, -0.98], [0.03, -0.23, -0.92], [-0.80, -0.17, 2.46], [-0.55, -2.72, -2.06], [-0.16, 2.21, -0.24], [1.50, 1.96, 0.45], [2.19, -2.73, 3.64], [-2.97, 0.45, -0.78], [-0.74, 0.32, 0.42], [0.54, 0.27, -1.08], [0.43, 1.01, 1.35], [0.85, 1.58, -0.49], [-1.92, -0.21, -0.40], [-0.10, -0.96, 0.78], [-0.79, -0.59, -0.41], [-0.96, 0.10, -2.19]],
  "charge": 1,
  "smiles": "[NH2+]=C1N=CC[C@@H]2C[C@H]12",
  "homo_energy_ha": -0.553,
  "orbital_gap_ev": 10.0348,
  "lumo_energy_ev": -5.019
}



2.
{
  "formula": "C32H40N4O9P2SSc",
  "method": "ωB97M-V/def2-TZVPD",
  "symbols": ["Sc", "C", "C", "C", "C", "C", "C", "C", "C", "C", "C", "H", "H", "H", "H", "H", "H", "H", "H", "H", "H", "H", "H", "H", "H", "H", "N", "C", "C", "P", "O", "O", "O", "P", "O", "O", "O", "H", "H", "H", "H", "H", "H", "H", "H", "O", "C", "O", "C", "C", "C", "C", "C", "C", "S", "H", "H", "H", "H", "C", "C", "C", "C", "C", "N", "C", "O", "N", "C", "C", "C", "C", "N", "C", "C", "C", "H", "H", "H", "H", "H", "H", "H", "H", "H", "H", "H", "H", "H"],
  "coordinates": [[-0.2671, -0.6776, -0.0187], [2.3224, -1.4124, 2.0777], [1.1834, -0.9198, 2.7399], [0.0668, -1.6754, 2.3347], [0.5251, -2.6480, 1.3932], [1.9197, -2.4729, 1.2375], [2.7780, -3.2930, 0.3257], [-0.2496, -3.8821, 1.0147], [-1.2147, -1.8083, 3.1128], [1.1762, 0.2653, 3.6530], [3.6988, -0.8433, 2.2656], [2.8736, -4.3266, 0.6752], [3.7891, -2.8904, 0.2397], [2.3566, -3.3285, -0.6819], [-0.2543, -4.6103, 1.8359], [0.1798, -4.3710, 0.1404], [-1.2910, -3.6719, 0.7645], [-1.0658, -2.4419, 3.9953], [-2.0126, -2.2490, 2.5174], [-1.5986, -0.8468, 3.4636], [0.2190, 0.3634, 4.1710], [1.3540, 1.1951, 3.1018], [1.9483, 0.1939, 4.4249], [4.0112, -0.8978, 3.3125], [3.7612, 0.2122, 1.9782], [4.4490, -1.3840, 1.6844], [-1.9988, 2.4057, 1.9364], [-2.0969, 2.2802, 0.4149], [-2.8972, 3.4401, -0.1416], [-3.0573, 0.6715, 0.2444], [-4.0806, 1.0131, 1.5129], [-3.9260, 0.5033, -0.9270], [-2.1433, -0.4088, 0.8063], [-0.2725, 2.3966, -0.0114], [0.0041, 3.6650, 1.0284], [0.2340, 2.8526, -1.3127], [0.2650, 1.1812, 0.7399], [-2.9264, 2.2334, 2.3356], [-1.6162, 3.3261, 2.1600], [-1.3379, 1.6925, 2.2732], [-3.9103, 3.4542, 0.2661], [-2.9545, 3.2988, -1.2221], [-2.4029, 4.3922, 0.0655], [-4.9666, 0.7873, 1.2132], [0.5730, 4.2793, 0.5558], [-2.0229, 1.7667, -3.0017], [-1.6484, 0.6584, -2.6573], [-1.1635, 0.4346, -1.4655], [-1.6505, -0.4982, -3.6248], [-2.1959, -0.1923, -4.8777], [-2.2714, -1.1199, -5.8939], [-1.7924, -2.4052, -5.6557], [-1.2600, -2.7264, -4.4281], [-1.1660, -1.7970, -3.3730], [-0.4293, -2.4370, -1.9093], [-2.5593, 0.8161, -5.0162], [-2.6997, -0.8534, -6.8515], [-1.8367, -3.1608, -6.4311], [-0.9041, -3.7318, -4.2413], [3.7363, -5.0362, -3.5880], [3.6976, -3.6976, -4.2689], [4.8115, -3.1769, -4.9120], [4.7816, -1.9166, -5.4890], [3.6191, -1.1577, -5.4611], [3.6643, 0.1378, -6.0241], [2.8481, 1.2345, -5.8185], [2.7007, 2.0639, -6.6975], [2.2128, 1.3487, -4.6060], [2.6027, 0.8258, -3.3541], [3.9166, 0.7175, -2.9388], [4.1513, 0.1609, -1.6933], [3.0825, -0.2460, -0.9115], [1.8128, -0.1471, -1.3075], [1.5975, 0.3771, -2.5096], [2.4770, -1.6886, -4.8691], [2.5323, -2.9315, -4.2617], [4.6993, -5.5260, -3.7351], [2.9585, -5.6978, -3.9718], [3.5705, -4.9333, -2.5169], [5.7308, -3.7504, -4.9414], [5.6747, -1.5066, -5.9461], [4.2056, 0.2405, -6.8681], [1.4646, 2.0264, -4.6006], [4.7297, 1.0471, -3.5725], [5.1586, 0.0427, -1.3192], [3.2344, -0.6762, 0.0608], [0.5756, 0.4327, -2.8453], [1.5469, -1.1337, -4.8579], [1.6442, -3.2961, -3.7575]],
  "atomic_forces_ev_per_a": [[1.25, -0.97, -0.09], [-0.07, 0.09, -0.11], [-0.10, 0.14, -0.17], [-0.13, -0.41, 0.36], [-0.40, -0.11, 0.10], [-0.07, 0.28, -0.17], [0.09, -0.13, -0.02], [0.04, -0.09, 0.00], [-0.05, 0.08, -0.02], [0.00, 0.01, 0.05], [0.06, -0.01, 0.06], [-0.01, -0.01, 0.01], [0.02, 0.00, 0.01], [-0.02, 0.00, -0.06], [0.03, 0.00, 0.01], [0.02, -0.01, -0.02], [0.00, 0.04, 0.01], [0.01, -0.01, 0.00], [0.02, -0.01, -0.02], [0.02, 0.02, 0.00], [-0.03, -0.02, 0.01], [0.01, 0.02, -0.03], [0.02, -0.01, 0.00], [-0.01, -0.02, 0.03], [-0.02, 0.02, 0.00], [0.01, -0.02, 0.01], [-0.05, 0.15, 0.18], [-0.03, 0.05, -0.08], [-0.02, 0.01, -0.07], [0.06, -0.12, 0.06], [0.00, -0.10, 0.10], [0.01, 0.09, -0.03], [-0.36, 0.25, 0.00], [0.05, 0.00, 0.14], [0.01, -0.08, 0.13], [-0.09, 0.04, -0.03], [0.05, 0.56, -0.10], [0.02, 0.02, 0.03], [0.02, -0.06, 0.06], [-0.02, -0.01, -0.05], [-0.01, 0.01, -0.02], [0.01, 0.00, 0.01], [-0.02, 0.00, -0.01], [-0.08, 0.05, -0.04], [0.03, 0.09, -0.08], [-0.15, -0.18, -0.04], [0.19, 0.15, 0.06], [-0.16, -0.02, -0.14], [-0.11, 0.10, -0.02], [0.04, -0.05, 0.01], [0.00, -0.01, -0.01], [-0.02, 0.03, -0.07], [0.02, -0.02, 0.06], [0.02, 0.06, -0.03], [-0.09, -0.06, 0.20], [0.00, 0.02, 0.01], [0.01, 0.00, -0.01], [-0.01, -0.01, -0.02], [0.02, -0.02, 0.00], [0.02, -0.08, -0.05], [-0.09, 0.09, -0.01], [0.03, 0.00, 0.01], [0.02, 0.01, 0.02], [0.04, 0.07, 0.13], [0.05, 0.09, 0.00], [-0.10, -0.18, 0.04], [0.01, 0.15, -0.11], [0.05, 0.05, 0.04], [-0.09, -0.12, -0.06], [0.02, 0.03, 0.03], [-0.03, -0.03, 0.04], [0.05, 0.01, -0.07], [0.03, 0.24, -0.09], [-0.05, -0.08, -0.05], [-0.04, -0.05, -0.01], [0.00, -0.04, -0.02], [0.01, 0.00, 0.00], [-0.02, -0.01, -0.01], [-0.02, 0.02, 0.11], [0.02, -0.02, 0.00], [0.02, 0.02, -0.01], [-0.08, 0.00, 0.01], [0.04, 0.04, -0.02], [0.00, 0.00, -0.02], [0.02, 0.00, 0.01], [0.00, 0.01, -0.05], [0.10, 0.03, -0.01], [0.02, -0.04, -0.03], [-0.02, -0.01, 0.01]],
  "charge": -1,
  "homo_energy_ha": -0.162,
  "orbital_gap_ev": 6.5049,
  "lumo_energy_ev": 2.099
}



3.
{
  "formula": "H4OS2",
  "method": "ωB97M-V/def2-TZVPD",
  "symbols": ["S", "S", "H", "H", "O", "H", "H"],
  "coordinates": [[-0.8967, -2.4416, -0.3090], [-1.2254, -0.9208, 1.1056], [-2.1171, -3.0022, -0.4292], [-0.7978, 0.4330, 1.0343], [1.9378, 1.9172, -0.2784], [1.2431, 1.2497, -0.4463], [1.8561, 2.7647, -0.6769]],
  "atomic_forces_ev_per_a": [[0.96, 0.60, -0.42], [-0.59, 0.16, 1.87], [-0.24, 0.77, 0.16], [-0.13, -1.50, -1.60], [0.46, -1.91, 1.15], [0.41, 1.35, -0.37], [-0.88, 0.55, -0.79]],
  "charge": 0,
  "smiles": "SS.O",
  "homo_energy_ha": -0.337,
  "orbital_gap_ev": 8.6490,
  "lumo_energy_ev": -0.534
}



4.
{
  "formula": "C4H7N2O3",
  "method": "ωB97M-V/def2-TZVPD",
  "symbols": ["C", "C", "C", "C", "N", "N", "O", "O", "O", "H", "H", "H", "H", "H", "H", "H"],
  "coordinates": [[1.1256, 0.9784, 0.0414], [-1.5941, -1.8563, 0.4367], [-1.7265, -0.6012, 0.0840], [3.5873, 0.6027, 0.0719], [-2.1614, 0.5534, -0.0397], [2.2786, 0.8770, -0.1024], [-1.6161, -2.9331, -0.3572], [-1.4745, 1.5927, -0.3322], [-3.4954, 0.7397, 0.0246], [-0.1018, 1.6137, -0.1421], [-1.1565, -2.0311, 1.5121], [4.3244, 1.4219, 0.2184], [3.6792, -0.0274, 0.9830], [3.9760, 0.1729, -0.8627], [-1.8376, -2.6710, -1.2322], [-3.8073, 1.5679, -0.3037]],
  "atomic_forces_ev_per_a": [[1.52, 1.64, -1.16], [1.59, -0.68, 1.90], [-0.07, -0.67, 0.18], [4.04, -1.05, 0.21], [0.41, 0.19, -0.63], [-4.92, 1.06, 0.92], [0.43, 0.21, 1.83], [1.09, 2.04, -0.41], [-0.89, -2.01, 1.27], [-0.72, -2.20, 0.38], [-1.34, -0.05, -2.07], [-1.28, 0.31, 0.09], [0.16, -0.01, -0.90], [-0.13, -0.60, 0.53], [-0.47, 0.21, -1.49], [0.56, 1.63, -0.64]],
  "charge": 1,
  "homo_energy_ha": -0.513,
  "orbital_gap_ev": 10.1841,
  "lumo_energy_ev": -3.787
}



5.
{
  "formula": "CHCl2NO",
  "method": "ωB97M-V/def2-TZVPD",
  "symbols": ["C", "N", "O", "Cl", "Cl", "H"],
  "coordinates": [[-0.5143, -0.1697, 0.0265], [0.4203, 0.8844, -0.1092], [-0.0372, 0.4333, 1.1475], [-2.1425, -0.0152, -0.4385], [2.0358, 0.3466, -0.4648], [0.2380, -1.4793, -0.1615]],
  "atomic_forces_ev_per_a": [[3.25, -4.84, -0.51], [0.05, 1.32, -1.26], [-0.33, -0.08, 1.40], [-0.17, -0.05, -0.09], [0.11, -0.17, 0.12], [-2.92, 3.83, 0.34]],
  "charge": 0,
  "homo_energy_ha": -0.393,
  "orbital_gap_ev": 10.9283,
  "lumo_energy_ev": 0.227
}



6.
{
  "formula": "C13H18IrN5O4S",
  "method": "ωB97M-V/def2-TZVPD",
  "symbols": ["Ir", "O", "C", "O", "C", "C", "C", "C", "C", "N", "H", "H", "H", "H", "N", "C", "C", "C", "C", "N", "C", "N", "N", "C", "O", "O", "H", "H", "H", "H", "H", "H", "H", "H", "H", "H", "H", "H", "H", "H", "S", "C"],
  "coordinates": [[1.9799, -1.1806, -0.9463], [5.8372, -2.1199, -0.7303], [4.6343, -2.0266, -0.7365], [3.9306, -0.9658, -1.2299], [3.7933, -3.1911, -0.2424], [4.4283, -4.3038, 0.2168], [3.6249, -5.3404, 0.7445], [2.2347, -5.2346, 0.5350], [1.5982, -4.1222, -0.0671], [2.4482, -3.1043, -0.3182], [5.5370, -4.2879, 0.1770], [4.0183, -6.2540, 1.1556], [1.4478, -5.8634, 0.8755], [0.5461, -3.9793, -0.2843], [1.9389, 0.8852, -0.3198], [0.4036, 1.2511, -0.2145], [0.2119, 2.7137, -0.4164], [-1.2128, 3.1474, -0.7004], [-2.2260, 3.2108, 0.4797], [-3.4471, 2.4791, 0.0428], [-4.4778, 2.3396, 0.8757], [-5.3682, 1.3770, 0.6706], [-4.6100, 3.1874, 1.8475], [-0.7164, -1.0021, -0.5664], [-1.8942, -1.1651, -0.3391], [0.1986, -1.8788, -0.2890], [2.3930, 0.9885, 0.6294], [2.3677, 1.5583, -0.9885], [0.0972, 0.9177, 0.7519], [0.7488, 3.0113, -1.3204], [0.6926, 3.2595, 0.4306], [-1.5593, 2.4789, -1.4487], [-1.2607, 4.1610, -1.1873], [-2.5509, 4.3053, 0.5586], [-1.8720, 2.8675, 1.4663], [-3.4318, 2.0537, -0.8406], [-5.0729, 0.6400, 0.0023], [-5.9477, 1.1130, 1.4633], [-3.9046, 3.8758, 1.9281], [-5.3616, 3.2303, 2.5052], [0.0184, 0.5909, -2.8734], [-0.2151, 0.3771, -1.2969]],
  "atomic_forces_ev_per_a": [[0.66, -2.58, 1.25], [4.78, 0.23, -0.05], [-8.02, -1.33, 0.47], [0.51, 0.03, 0.16], [2.24, 2.07, -1.27], [0.63, -2.60, 1.43], [0.32, 1.21, -1.40], [-2.24, 1.62, -0.71], [3.03, -1.11, 1.11], [-0.90, 2.98, -1.46], [-0.93, -0.48, 0.31], [0.26, 0.03, 0.18], [0.29, -1.42, 0.43], [0.28, -0.24, 0.29], [-1.21, 0.60, 0.88], [1.65, -0.12, -0.87], [0.68, 1.59, 0.35], [-0.37, 1.63, 0.80], [-0.96, 1.44, -1.15], [1.07, 0.80, 1.90], [-0.27, -0.88, -1.33], [0.19, -1.07, -0.52], [0.14, 0.67, 1.15], [-2.62, 1.08, -1.19], [0.81, 0.66, -0.10], [1.09, 1.87, -0.81], [-0.49, 0.00, -1.47], [-0.15, -0.68, 0.58], [-0.28, -0.26, 0.73], [0.25, -0.08, 0.04], [-0.45, -0.22, -0.55], [-0.64, -0.60, -0.69], [0.49, -1.02, 0.44], [0.73, -1.29, 0.24], [-0.06, -0.12, -0.50], [-0.12, -0.87, -0.98], [-0.67, 0.61, 0.94], [-0.07, -0.07, -0.58], [0.33, 0.81, 0.29], [-0.34, -0.30, 0.14], [-0.29, -0.11, 0.02], [0.65, -2.48, 1.50]],
  "charge": 2,
  "homo_energy_ha": [-0.427, -0.552],
  "spin_multiplicity": 5,
  "orbital_gap_ev": [4.6007, 5.4798],
  "lumo_energy_ev": [-7.017, -9.535]
}



7.
{
  "formula": "C6H12O",
  "method": "ωB97M-V/def2-TZVPD",
  "symbols": ["C", "C", "C", "C", "C", "C", "O", "H", "H", "H", "H", "H", "H", "H", "H", "H", "H", "H", "H"],
  "coordinates": [[1.6773, 1.2941, 0.0068], [0.5588, 0.3353, 0.3238], [0.9453, -1.4813, -0.2895], [-0.7318, 0.2932, -0.4449], [-0.9994, -1.1800, -0.4403], [-1.8013, 1.0437, 0.1610], [-2.2708, 0.8555, 1.4197], [1.6894, 2.2001, 0.6247], [2.6368, 0.7843, 0.1710], [1.6437, 1.5963, -1.0467], [0.4149, 0.1756, 1.3988], [1.8234, -1.4284, 0.3877], [1.3069, -1.2934, -1.3044], [0.6975, -2.5612, -0.2303], [-0.5724, 0.6558, -1.4660], [-1.4815, -1.6635, -1.2962], [-1.3814, -1.5728, 0.5073], [-2.3147, 1.8713, -0.3181], [-1.8302, 0.0886, 1.8137]],
  "atomic_forces_ev_per_a": [[0.06, -0.20, -0.18], [0.02, -0.36, 0.05], [0.46, -0.23, -0.12], [0.13, -0.11, -0.03], [0.19, -0.12, 0.14], [-1.06, 1.31, -0.38], [0.22, -0.43, 0.41], [-0.11, -0.18, -0.06], [-0.08, 0.09, 0.00], [0.00, -0.03, 0.16], [0.02, -0.01, -0.18], [-0.09, -0.03, -0.07], [-0.06, -0.01, 0.14], [0.01, 0.22, 0.03], [-0.02, -0.05, 0.12], [0.22, 0.09, 0.09], [0.09, 0.07, -0.14], [0.14, -0.15, 0.01], [-0.12, 0.15, 0.01]],
  "charge": 0,
  "homo_energy_ha": [-0.241, -0.236],
  "orbital_gap_ev": [7.2810, 7.3380],
  "lumo_energy_ev": [0.718, 0.921]
}



8.
{
  "formula": "CBrN3S",
  "method": "ωB97M-V/def2-TZVPD",
  "symbols": ["C", "N", "N", "N", "S", "Br"],
  "coordinates": [[-1.2133, 0.0023, 0.0157], [-0.3384, 0.8772, 0.0068], [0.9581, 0.5691, -0.0107], [1.2495, -0.6477, -0.0150], [0.1686, -1.8047, 0.0026], [-3.0113, -0.0733, -0.0027]],
  "atomic_forces_ev_per_a": [[2.46, -2.77, -0.04], [-2.66, 0.48, 0.01], [2.37, 0.74, -0.02], [1.14, -0.36, 0.01], [-2.79, 1.78, 0.02], [-0.52, 0.13, 0.02]],
  "charge": 0,
  "homo_energy_ha": -0.364,
  "orbital_gap_ev": 9.1923,
  "lumo_energy_ev": -0.703
}



9.
{
  "formula": "CH4IP",
  "method": "ωB97M-V/def2-TZVPD",
  "symbols": ["C", "P", "I", "H", "H", "H", "H"],
  "coordinates": [[-0.5006, 0.3210, 0.3297], [1.0012, -0.2707, -0.7079], [-1.6655, 1.6747, -0.7990], [-1.0208, -0.3911, 0.9814], [0.3211, 1.3020, 1.8001], [1.4040, -1.4825, -0.0740], [0.4607, -1.1533, -1.5304]],
  "atomic_forces_ev_per_a": [[2.33, 0.88, 2.05], [0.78, 1.50, 1.96], [0.19, -0.45, 0.46], [-0.10, 0.45, -0.51], [-1.47, -1.82, -2.87], [0.06, 0.49, 0.84], [-1.80, -1.05, -1.92]],
  "charge": 0,
  "homo_energy_ha": -0.340,
  "orbital_gap_ev": 8.5888,
  "lumo_energy_ev": -0.653
}